Entry 1:
C46H40Cl5KN11OSbTe | ωB97M-V/def2-TZVPD

XYZ file:
```
106
Properties=species:S:1:pos:R:3
Cl 1.847 -3.897 -2.058
H -1.226 0.633 4.201
H -1.159 4.859 -1.807
C 0.407 4.222 0.389
H 1.665 -4.055 6.124
N -4.184 -0.144 0.643
H -2.343 -3.908 -0.248
K 0.845 -1.858 0.945
H -6.729 -0.509 -1.415
N -2.446 -1.430 0.830
H 0.541 7.420 -0.483
C 1.124 -3.254 5.637
C 0.527 6.141 -2.208
H 4.244 -1.643 4.113
H 1.090 3.622 -0.195
C -0.629 -6.343 -0.085
H -1.515 -4.429 -1.723
C -0.095 5.731 -4.908
H 0.327 -2.423 7.455
H 7.122 -3.055 1.603
Sb 2.445 -4.562 3.250
C -6.077 0.168 -1.956
C -5.280 1.090 -4.033
C 0.377 -2.347 6.376
H -0.440 0.145 2.690
H -4.833 1.864 0.679
H -6.806 -0.412 -3.891
C -5.110 0.906 0.242
Te 2.563 0.309 3.243
H -5.297 1.157 -5.113
Cl -0.474 1.337 -4.561
C 5.139 -3.602 2.230
C -1.366 -4.025 -0.721
H 3.769 2.579 2.427
C 0.977 6.526 -4.547
H -0.343 5.557 -5.946
H 4.663 1.193 1.757
H 6.295 -1.324 0.020
H 3.123 -1.193 -1.247
O -2.606 3.540 -3.330
C 5.603 -1.901 0.621
C -0.216 -1.264 4.326
N -2.434 3.990 -5.469
C -1.056 4.924 1.696
C 0.885 6.425 -0.756
H 1.612 -7.289 2.251
H 1.965 6.392 -0.621
C 1.293 6.721 -3.212
C 3.779 -0.789 4.601
C -0.292 -1.337 5.715
N -3.457 3.058 -5.297
C 3.784 -3.319 2.071
H -1.918 -0.653 3.200
H 2.147 7.335 -2.947
C 1.000 -6.652 1.625
C 4.165 1.588 2.641
H 4.543 -0.107 4.968
N 0.255 5.541 0.207
Cl -0.196 1.070 -1.453
H 4.874 1.658 3.464
C 1.176 -2.406 -2.757
N 0.520 -2.132 3.614
C 0.130 -7.194 0.686
Cl 1.715 -3.571 -5.172
H 1.583 6.989 -5.315
C -4.358 1.837 -1.940
C -0.521 -4.964 0.095
C 0.758 -1.426 -1.879
H -1.811 4.950 2.468
C -6.120 0.222 -3.345
C -1.961 4.238 -4.297
C 4.235 -1.678 0.501
H -0.873 -0.604 6.259
C 6.060 -2.869 1.496
C -2.901 -0.305 0.334
C -3.531 -1.935 1.476
H 5.461 -4.376 2.915
H -1.307 -6.729 -0.836
N -4.615 -1.184 1.400
C -0.855 5.124 -3.915
H -3.521 -2.874 2.009
C -0.987 -0.218 3.565
H -0.911 -3.039 -0.797
H 0.054 -8.267 0.560
H 4.461 -0.072 -0.924
C 0.621 -1.136 -4.711
Cl 0.525 -0.962 -6.425
C -3.519 2.824 -4.035
C 1.187 -3.108 4.255
N 3.350 -2.367 1.241
C -4.402 1.903 -3.319
H -2.340 0.390 -0.276
H 2.958 -0.011 0.037
C 3.675 -0.672 -0.466
C 0.291 -0.290 -2.498
N -0.412 3.787 1.325
N -0.695 6.012 1.047
C 0.186 -0.109 -3.873
C 1.141 -2.302 -4.146
N 0.316 -4.443 1.005
C -5.188 0.973 -1.252
H -3.666 2.473 -1.399
C 1.070 -5.270 1.744
H 3.165 -1.122 5.434
H -6.061 0.600 0.667
C -0.553 5.337 -2.565
```

Results
total energy: -5863.61757 Ha
E_HOMO: -0.274 hartree
HOMO-LUMO gap: 7.6 eV

***

Entry 2:
C46H40InNO4P2SSi | ωB97M-V/def2-TZVPD

XYZ file:
```
96
Properties=species:S:1:pos:R:3
H 2.077 4.764 0.565
C -2.117 -2.563 -0.439
H 3.192 6.074 -1.184
C -1.820 -0.971 -3.210
H 4.385 -2.043 1.354
H -0.673 0.183 5.082
O -0.419 0.697 -1.777
H 0.923 6.050 4.059
N -2.427 -0.085 -0.693
H -3.742 6.447 -0.444
H -1.467 5.531 -0.565
H 3.608 -1.759 5.545
C 4.860 2.963 -1.112
C -0.764 -2.942 -4.057
H 1.087 1.903 5.043
C 0.190 3.834 -2.094
C 1.901 5.390 -2.755
C -1.878 -4.403 -5.771
H 1.578 -0.482 5.087
C 2.627 -0.934 1.899
C 0.827 4.569 -3.080
C 3.342 -1.526 4.521
P -0.323 2.894 0.422
O -2.500 -3.692 -0.655
H 5.027 -2.554 3.672
H -0.642 3.189 -2.354
O -0.903 -2.253 -0.053
C 0.405 4.692 2.486
C 4.945 2.497 0.190
H -2.871 -4.576 -6.184
C 4.135 -1.893 -1.409
C 3.774 -1.681 2.172
C -1.001 -0.086 4.076
C -1.972 3.693 0.430
C 2.550 -4.157 -1.692
C 2.195 -0.796 4.254
H 0.118 -1.654 -2.587
H -5.560 5.143 0.611
H 1.403 4.236 5.683
H -3.788 -2.486 -5.492
C -4.287 3.482 1.092
C 2.343 5.452 -1.443
H 5.644 2.946 0.885
H -3.717 -1.368 0.309
C 2.872 -1.934 -0.820
H -2.811 1.969 1.407
C -2.916 -1.191 -4.032
Si 0.174 0.481 2.724
C 0.495 2.327 3.010
H 0.078 -3.624 -4.062
H -1.982 0.367 3.921
C 1.707 4.716 -0.451
C 4.136 -1.973 3.475
H 0.172 5.483 1.783
H 2.395 5.970 -3.524
H -1.184 -4.278 -6.605
C 0.610 3.920 -0.761
H 2.400 0.940 -2.258
C 3.130 1.363 -1.577
C 4.599 -2.980 -2.135
O -2.572 1.463 -2.724
C -2.930 -2.304 -4.856
C -2.251 4.950 -0.095
C 1.080 3.997 4.678
C -3.005 2.963 1.017
C 1.807 -0.475 2.947
C 0.817 5.013 3.767
H -3.760 -1.601 -1.424
C 3.808 -4.113 -2.276
H -1.576 -5.296 -5.222
H 4.172 -4.959 -2.845
C 3.945 2.400 -1.994
H 1.085 -3.110 -0.529
H 4.754 -1.010 -1.309
H 5.579 -2.941 -2.592
C -1.862 -3.195 -4.876
H 5.493 3.778 -1.439
C 2.077 -3.071 -0.968
H 3.853 2.784 -3.002
H -3.741 -0.491 -4.025
C -4.556 4.739 0.566
C 0.268 3.360 2.090
C -3.538 5.468 -0.028
H -5.078 2.899 1.544
H 0.483 4.501 -4.104
C 3.244 0.860 -0.279
S -1.843 0.398 -2.094
P 2.201 -0.556 0.164
H 1.926 -5.035 -1.799
H -1.121 -1.171 4.033
C 4.139 1.446 0.610
C -0.736 -1.839 -3.224
C -3.095 -1.381 -0.590
C 0.904 2.676 4.304
In -0.494 -0.229 0.385
H 4.220 1.078 1.625
```

Results
total energy: -3693.23802 Ha
E_HOMO: -0.283 hartree
HOMO-LUMO gap: 8.1 eV

***

Entry 3:
C46H40IrN4OPSi | ωB97M-V/def2-TZVPD

XYZ file:
```
94
Properties=species:S:1:pos:R:3
C 4.660 -1.619 3.649
C -0.803 -0.315 2.800
C -2.001 -1.355 -5.966
C -0.247 2.160 -3.475
H 0.653 2.732 -3.720
C 8.210 -1.396 9.028
C -2.958 -2.869 -3.835
C -2.759 4.554 -2.717
Ir -0.607 -1.476 -1.306
C 0.486 -0.500 3.241
H -5.467 -1.041 -3.073
H 0.009 1.098 -3.502
H 5.894 -0.920 7.992
H -2.247 -3.137 -7.130
H -1.635 -0.768 -6.799
H -2.407 4.143 -3.666
C -2.993 6.022 -2.871
H -1.865 0.268 -4.581
H -0.865 4.949 0.295
H -2.139 -0.457 1.111
C -1.133 -0.590 1.475
C -2.630 -1.521 -3.647
N 3.420 -1.168 3.834
C -2.818 -3.445 -5.087
H -3.339 -3.458 -3.009
C 7.502 -1.724 6.760
C -1.695 6.498 -0.852
C 6.183 -1.250 7.005
H 5.675 -2.448 1.964
H 9.158 -1.558 9.526
C -3.097 0.932 -2.099
H 0.768 -0.298 4.265
C -4.431 2.688 -3.097
H 1.143 3.288 -0.464
H 4.281 -0.870 6.139
C -2.576 1.772 -1.118
H 7.941 -0.342 9.060
H -4.782 4.359 -1.829
N -0.241 -1.023 0.582
H -3.440 -2.014 0.586
H -3.085 -4.483 -5.235
H -0.989 2.369 -4.246
H -1.577 0.036 3.467
C -1.901 4.123 -1.482
H -4.315 0.731 -3.883
C -4.358 -1.903 0.023
O 8.435 -1.801 7.652
C -2.491 6.907 -2.015
H -1.340 7.268 -0.180
C -6.729 -2.223 -0.167
C 4.039 -2.723 -0.663
H 0.149 2.204 0.504
C 5.654 -1.661 4.673
H 7.437 -2.020 9.471
C -2.133 -0.771 -4.716
C 1.936 -1.822 0.053
P -2.730 -0.876 -1.967
C 0.540 2.376 -0.500
H 1.185 1.544 -0.785
N 1.383 -2.054 -1.154
C -3.969 3.705 -2.141
C 3.265 -2.144 0.352
H -2.256 1.262 -0.212
C -5.564 -2.299 0.582
C 6.974 -2.126 4.439
C 3.463 -2.951 -1.891
H 5.072 -2.999 -0.495
N 4.837 -2.043 2.350
C 7.879 -2.159 5.450
C -6.691 -1.767 -1.480
H 1.651 -2.778 -3.060
H 8.893 -2.507 5.306
C -1.424 5.219 -0.596
H -7.669 -2.539 0.265
C -4.318 -1.420 -1.284
H -2.669 7.963 -2.165
H -3.578 6.345 -3.724
C 5.291 -1.222 5.981
Si -0.794 2.623 -1.770
C 1.428 -0.990 2.333
H 4.027 -3.402 -2.694
C -2.345 -2.687 -6.151
C 2.799 -1.306 2.650
C 3.662 -1.856 1.698
H -5.592 -2.685 1.591
C 1.030 -1.246 1.021
C -3.977 1.413 -3.115
H 7.283 -2.457 3.456
H -7.598 -1.732 -2.068
C -5.490 -1.368 -2.041
H -5.129 3.010 -3.864
C 2.130 -2.607 -2.105
H -3.459 3.410 0.030
C -3.078 3.215 -0.972
```

Results
total energy: -2805.45198 Ha
net charge: +3
expectation value of S²: 0.79
2S+1: 2
E_HOMO (spin up / spin down): -0.516 / -0.516 hartree
HOMO-LUMO gap (spin up / spin down): 6.0 / 3.8 eV